# 1
A gas-phase ion, C8H7N4O2 (charge +1) at a distorted geometry, computed with ωB97M-V with the def2-TZVPD basis set.

Positions of all 21 atoms, in Å:
C: 2.7045 -0.3551 -0.5992
C: 2.3103 -1.5801 -0.3149
C: -2.4514 -1.6244 -0.3724
C: -1.2925 -0.7365 -0.0855
C: -0.0112 -1.0759 -0.1710
C: -1.8957 0.5210 0.2409
C: -0.1545 2.0107 0.0051
C: 0.9665 1.0894 0.7054
N: -3.4752 -1.0528 0.1393
N: -1.4340 1.7112 0.2129
N: -3.2313 0.2046 0.3490
N: 2.0312 0.7314 -0.3394
O: 0.2288 2.9669 -0.5907
O: 0.9707 -1.8067 0.0425
H: 3.6958 -0.3316 -1.2157
H: 2.9035 -2.3696 -0.6540
H: -2.2570 -2.7272 -0.4646
H: 1.3133 1.8299 1.4278
H: 0.7852 0.2881 1.5436
H: -4.1011 0.6657 0.6577
H: 2.3941 1.6410 -0.5169

The net charge is +1. The value obtained for the gap between HOMO and LUMO (alpha / beta) is 0.2431 / 0.2430 Ha. As for the energy relative to the best compared isomer or geometry (same formula, charge and spin): 124.1 kcal/mol.

***

# 2
2 unconnected molecules or ions with the total composition C4H12 at a distorted geometry, computed with ωB97M-V with the def2-TZVPD basis set.

Positions of all 16 atoms, in Å:
C: -0.9483 1.2982 1.6721
C: -2.3984 0.9819 1.3219
H: -0.2463 0.7850 1.0199
H: -0.6913 2.3461 1.6067
H: -0.7739 0.9218 2.6705
H: -2.7124 0.0084 1.7128
H: -2.6891 1.0794 0.2796
H: -3.0376 1.6386 1.9325
C: 0.9391 -1.0383 -1.7199
C: 2.3956 -1.2331 -1.3096
H: 0.3799 -1.9709 -1.7822
H: 0.4798 -0.3300 -1.0331
H: 0.8885 -0.6218 -2.7237
H: 2.5209 -1.5024 -0.2731
H: 2.8517 -2.0015 -1.9175
H: 3.0419 -0.3615 -1.4570

The net charge is 0. The value obtained for the gap between HOMO and LUMO is 0.4692 Ha. As for the SMILES: CC.CC. As for the energy relative to the best compared isomer or geometry (same formula, charge and spin): 4.0 kcal/mol.

***

# 3
2 unconnected molecules or ions with the total composition C4H10N4, computed with ωB97M-V with the def2-TZVPD basis set.

Positions of all 18 atoms, in Å:
H: -3.9813 0.3762 -0.3143
N: -3.0565 0.4719 -0.7153
C: -2.1901 -0.3296 -0.2652
N: -2.3220 -1.2906 0.6987
N: -0.8931 -0.1872 -0.7649
C: -0.0103 -1.1622 -0.7199
N: 0.7212 -2.0428 -0.6393
H: -1.5842 -1.9638 0.8260
H: -3.2444 -1.5757 0.9619
H: -0.7640 0.5741 -1.4169
C: 1.8823 0.7479 0.9855
C: 2.4438 1.0350 -0.3997
H: 2.3517 1.3921 1.7265
H: 2.0693 -0.2870 1.2613
H: 0.8086 0.9247 1.0193
H: 2.2286 2.0591 -0.6987
H: 2.0179 0.3602 -1.1377
H: 3.5226 0.8977 -0.4071

The net charge is 0. The value obtained for the gap between HOMO and LUMO is 0.3811 Ha. As for the SMILES: [H]/N=C(\N)NC#N.CC. As for the energy relative to the best compared isomer or geometry (same formula, charge and spin): 14.2 kcal/mol.

***

# 4
A molecular structure, C10H12FeI2N3O, computed with ωB97M-V with the def2-TZVPD basis set.

Positions of all 29 atoms, in Å:
Fe: -0.1757 0.2732 -0.0633
O: -0.7182 -1.4627 -0.9670
C: -1.5787 -1.8164 -1.8227
C: -1.9081 -3.2115 -1.9455
C: -2.8250 -3.6250 -2.8604
C: -3.4510 -2.6801 -3.6979
C: -3.1520 -1.3140 -3.6079
C: -2.2341 -0.8501 -2.6961
C: -1.9003 0.5669 -2.5903
N: -1.1438 1.1507 -1.6589
C: -1.1235 2.5002 -1.9526
C: -1.8583 2.7281 -3.0703
N: -2.3346 1.5051 -3.4536
H: -1.4015 -3.9000 -1.2830
H: -3.0818 -4.6712 -2.9517
H: -4.1796 -3.0122 -4.4252
H: -3.6757 -0.6410 -4.2734
H: -0.5971 3.2212 -1.3529
H: -2.0757 3.6299 -3.6150
H: -2.9077 1.3428 -4.2667
I: 0.8482 -1.7879 1.5764
C: 1.8361 -1.1776 3.3675
I: 1.9654 0.9004 3.6927
H: 2.8354 -1.5908 3.3066
H: 1.2692 -1.6146 4.1804
N: 1.2466 1.7826 0.2868
H: 0.8541 2.6327 0.6896
H: 1.7427 2.0584 -0.5595
H: 1.9492 1.4727 0.9609

The multiplicity is 6. The net charge is +2. The value obtained for the gap between HOMO and LUMO (alpha / beta) is 0.3348 / 0.2275 Ha. As for the energy relative to the best compared isomer or geometry (same formula, charge and spin): 10.1 kcal/mol. The expectation value of S² is 8.79.

***

# 5
A molecular structure, C7H15InO7 at a distorted geometry, computed with ωB97M-V with the def2-TZVPD basis set.

Positions of all 30 atoms, in Å:
In: 0.3021 -0.2876 0.9529
C: -1.8457 -3.8884 1.5026
O: -1.3822 -2.6586 1.3980
H: -0.9500 -4.5503 1.6491
H: -2.3569 -3.9108 2.5038
H: -2.5032 -4.2755 0.7234
C: -2.5532 3.4055 0.8831
O: -3.5693 2.4394 0.6549
C: -3.3811 1.1860 1.0427
O: -2.3396 0.7811 1.5561
O: -4.4601 0.5194 0.8095
C: -4.6875 -0.7660 1.3957
H: -2.5867 4.1592 0.1042
H: -1.5631 2.9437 0.9131
H: -2.6508 3.8633 1.8685
H: -5.4330 -1.2118 0.7469
H: -5.0762 -0.6416 2.4072
H: -3.7904 -1.3757 1.5143
C: 4.9612 -1.0015 -3.2855
O: 4.0251 -1.1926 -2.2180
C: 3.6397 -0.2318 -1.4310
O: 2.7044 -0.4195 -0.6563
O: 4.3364 0.8576 -1.5380
C: 3.9733 2.0525 -0.8410
H: 5.2717 -1.9574 -3.6977
H: 5.8419 -0.4842 -2.9118
H: 4.4884 -0.4649 -4.1072
H: 4.7989 2.5598 -0.3491
H: 3.2744 1.8161 -0.0399
H: 3.5116 2.7346 -1.5505

The net charge is +2. The value obtained for the gap between HOMO and LUMO is 0.1037 Ha. As for the energy relative to the best compared isomer or geometry (same formula, charge and spin): 11.8 kcal/mol.